{"formula": "C60H165N15O15", "method": "ωB97M-V/def2-TZVPD", "multiplicity": 1, "orbital_gap_ev": 8.883, "e_homo_ha": -0.3060, "relative_energy_kj_mol": 256.6, "elements": ["H", "N", "C", "C", "H", "H", "H", "H", "O", "H", "C", "H", "N", "H", "H", "H", "C", "H", "H", "H", "H", "O", "H", "H", "N", "H", "H", "O", "N", "H", "H", "O", "H", "H", "C", "N", "C", "H", "H", "H", "H", "H", "C", "H", "H", "H", "C", "H", "H", "H", "H", "H", "H", "H", "O", "N", "H", "H", "C", "H", "N", "H", "C", "C", "H", "C", "C", "H", "H", "H", "C", "H", "H", "H", "H", "H", "H", "C", "H", "H", "C", "H", "O", "C", "C", "H", "H", "H", "C", "H", "H", "C", "H", "C", "H", "H", "H", "C", "O", "H", "H", "H", "C", "H", "O", "H", "N", "H", "H", "H", "H", "C", "N", "C", "H", "H", "H", "C", "H", "H", "C", "H", "H", "C", "H", "H", "C", "N", "H", "H", "H", "C", "H", "C", "C", "C", "H", "H", "H", "H", "H", "H", "O", "H", "H", "H", "C", "O", "N", "O", "H", "N", "C", "H", "H", "H", "H", "O", "C", "H", "H", "H", "C", "H", "H", "C", "C", "H", "H", "C", "H", "C", "H", "N", "H", "H", "H", "H", "H", "H", "C", "H", "H", "H", "H", "H", "H", "C", "H", "H", "C", "C", "H", "C", "C", "H", "H", "H", "H", "H", "H", "C", "H", "H", "C", "H", "C", "H", "H", "H", "H", "C", "H", "C", "H", "H", "H", "C", "H", "H", "H", "C", "O", "H", "H", "H", "H", "N", "H", "H", "H", "H", "H", "O", "H", "O", "H", "N", "H", "C", "H", "H", "C", "C", "H", "H", "H", "H", "H", "C", "H", "H", "H", "C", "C"], "positions_angstrom": [[3.634, 7.419, 2.106], [-3.201, 1.082, -2.614], [-4.978, -2.467, -5.211], [-5.610, -0.107, 4.920], [1.791, -4.958, 7.921], [-5.145, 0.451, 5.731], [0.306, 3.102, 0.317], [-3.420, 0.048, 0.315], [0.090, -4.117, -5.982], [-6.458, -4.365, -1.311], [1.830, -3.950, 7.488], [-2.556, 1.848, -2.782], [1.455, -1.804, -3.474], [2.338, -0.552, -0.265], [3.160, 2.095, 4.722], [-7.329, -1.449, -1.377], [5.856, -1.344, -0.898], [5.021, 1.925, -4.822], [-5.407, -2.998, -4.357], [-1.445, 6.997, 4.493], [-6.283, 0.042, 0.323], [-1.920, 3.899, 3.748], [1.987, 0.492, 1.039], [-1.835, -4.815, -5.322], [-0.096, 4.318, 6.125], [1.384, -4.421, -4.420], [5.492, -1.159, -4.413], [-3.640, -1.615, 6.337], [2.099, -5.289, 2.885], [-1.842, -3.698, -0.512], [4.451, -3.808, 0.813], [-2.158, -5.599, -1.347], [-1.653, -0.982, -2.357], [-0.760, 0.055, -3.638], [-8.516, -2.022, -3.759], [-7.324, -5.976, 1.532], [2.385, -2.229, -5.674], [-3.744, -4.325, -1.932], [8.203, 1.073, 1.638], [1.021, -4.363, 1.521], [3.948, 2.136, 0.309], [0.515, 4.836, 6.744], [-0.372, 6.729, -5.190], [1.853, 2.935, 2.489], [2.869, -1.257, -5.643], [2.354, 4.015, 0.102], [-7.002, 0.672, -1.744], [0.364, 3.577, 3.291], [5.659, -0.655, -0.063], [-7.710, -4.068, 0.750], [0.338, 5.516, 1.856], [-1.526, -6.787, 1.074], [-4.446, -1.135, -2.959], [1.956, -2.513, -2.944], [-7.709, -0.909, -3.396], [0.976, 1.736, -0.878], [4.669, 0.268, 5.155], [-0.566, -5.971, -5.448], [5.337, -0.728, -2.210], [-0.856, 3.588, 1.420], [5.857, 0.623, -2.329], [0.822, -3.530, 7.487], [1.143, -2.324, -4.834], [0.432, 0.457, -0.454], [-8.799, 1.502, -2.049], [-0.645, 6.326, 4.811], [2.780, 6.835, 1.750], [3.908, 1.302, -2.700], [5.459, -0.077, 2.830], [-3.345, -2.723, 4.530], [-2.766, -0.550, 0.958], [-0.426, -5.894, 2.190], [6.793, -1.800, -3.348], [-8.348, -2.258, -4.807], [6.930, -1.569, -0.876], [-3.764, -6.011, -2.460], [-4.776, -3.170, -6.021], [0.876, 4.636, 1.487], [-7.936, 1.499, -3.270], [-5.696, -1.785, -5.680], [8.341, 2.468, 0.011], [6.743, 2.342, 4.376], [7.347, 0.401, 4.658], [3.060, 2.480, -4.112], [-4.073, -2.136, 5.108], [-7.914, -4.814, -3.253], [0.135, 7.400, -4.485], [-0.718, 1.125, 1.307], [5.733, -1.550, -3.426], [2.719, -2.853, 2.319], [-8.802, -0.575, -1.662], [6.450, 1.455, 4.958], [-1.621, -1.466, -3.973], [-4.095, -0.752, -3.931], [9.435, 4.181, -0.332], [3.884, 0.787, 2.719], [9.227, -0.154, 4.625], [4.006, 2.018, -5.228], [3.097, 5.567, 1.250], [10.359, 2.785, -0.275], [0.050, 6.929, 5.394], [0.756, -3.964, 5.070], [-1.101, -5.817, 1.342], [0.550, -1.685, -3.031], [-3.805, -1.774, -4.854], [-1.255, 7.285, -5.525], [4.140, 2.220, 4.927], [6.021, 1.054, -1.412], [3.924, 1.427, -7.711], [6.549, 1.739, 6.011], [4.464, 3.439, -0.743], [-6.825, -5.258, -0.767], [0.481, -4.061, 0.710], [-3.112, -2.591, 7.185], [-0.150, 5.792, 4.003], [2.621, 0.671, -3.510], [2.129, -2.466, -6.712], [5.022, 1.118, 4.566], [-4.938, -0.204, -4.372], [2.049, -6.256, 3.187], [-1.199, 5.178, 5.707], [-6.080, 0.583, -2.318], [5.150, -2.308, 1.382], [4.913, 0.843, 3.072], [-2.522, 3.870, -3.515], [3.534, -4.598, 4.140], [2.489, -4.339, 3.931], [-0.173, 3.914, 0.748], [-3.845, -3.370, 7.431], [1.774, 1.543, -1.501], [1.152, -1.113, 0.917], [8.548, 2.099, 1.487], [0.281, -5.878, -0.225], [-3.116, -5.154, -2.275], [4.453, 2.367, -7.499], [-4.609, -1.029, 4.214], [-4.865, -2.881, 5.291], [-5.370, -3.327, 0.839], [-2.788, 0.677, -4.685], [-7.054, -6.324, -3.135], [-8.065, -6.517, 1.095], [-6.044, 1.732, -0.201], [-7.991, -5.671, -1.414], [-3.836, 5.205, -1.896], [7.049, 3.540, -1.297], [1.498, -5.546, 5.526], [-7.759, -0.652, -1.998], [2.518, -3.996, 6.259], [-0.833, 3.641, -2.354], [6.002, 2.208, -0.034], [8.816, 0.697, 6.137], [-7.838, 1.764, -2.284], [1.262, 3.822, 2.728], [9.058, 1.598, 4.594], [4.567, 3.769, -3.188], [5.093, -2.431, -3.311], [-3.144, 2.253, 3.423], [-1.477, -0.620, 0.410], [7.025, 3.126, -0.278], [9.585, 2.077, 1.829], [3.766, 0.990, -5.534], [-2.872, 3.258, 2.005], [-0.386, -5.106, 0.174], [6.942, 4.025, 0.354], [4.735, 3.586, 0.927], [8.675, 0.683, 5.054], [-5.662, -4.299, 1.242], [-0.656, 4.048, -1.430], [0.140, -0.147, -1.318], [-2.918, 0.168, -3.727], [-6.120, -2.059, 3.393], [5.246, -3.087, 0.618], [-3.780, -0.385, 3.907], [2.962, 1.509, -3.034], [2.443, 7.518, 0.959], [5.509, 2.075, -7.453], [-6.004, 0.618, 4.209], [-1.960, -5.226, 1.686], [0.322, 2.266, -1.469], [4.401, 3.090, 4.474], [3.533, 3.822, -3.542], [-2.428, 5.133, -0.792], [3.457, 4.656, -4.240], [6.168, -3.665, 0.730], [-0.212, -3.791, -3.916], [8.372, 1.496, -0.500], [-4.822, -4.966, 1.013], [1.694, -4.510, 5.222], [-7.592, 1.213, 0.297], [2.735, -5.324, 2.096], [-7.969, -5.813, -2.807], [-6.946, -4.848, 0.666], [-6.021, -5.986, -0.954], [2.368, -2.939, 3.347], [-1.561, 5.837, -3.323], [8.062, 2.801, 2.172], [-2.817, -2.183, 8.152], [-3.188, -1.527, 1.194], [-9.543, -1.687, -3.577], [1.693, 5.600, -0.292], [-2.432, 6.437, -3.595], [0.564, -3.740, -4.681], [3.067, -3.047, -5.422], [-6.539, -6.622, 1.569], [2.032, 4.963, 0.531], [-0.693, -4.118, -1.692], [-1.300, -4.574, -0.900], [-2.218, -3.093, 6.797], [4.312, 2.976, -8.389], [1.292, -2.769, 3.223], [-6.428, -0.705, 5.328], [-0.959, -5.066, -5.930], [-2.750, -0.085, 1.953], [-0.859, 0.654, 0.326], [6.723, 0.667, -2.852], [5.447, 1.571, 2.454], [2.806, -2.234, 4.051], [4.763, 2.838, 0.126], [-3.227, 5.066, 4.971], [4.244, -0.703, -2.143], [-3.914, 3.887, 3.159], [-1.994, 4.469, -2.764], [3.954, 2.917, -6.311], [-0.999, 6.303, -2.504], [-8.372, -2.941, -3.184], [-3.020, 0.622, -1.735], [-3.283, 3.668, -1.231], [-5.282, -1.594, 3.054], [-4.797, -2.332, 2.560], [2.888, 4.094, -2.702], [1.858, 4.483, 3.371], [0.357, -1.628, -5.131], [-2.610, 3.573, 5.599], [-0.732, 5.580, -4.443], [0.262, 6.390, -6.002], [5.089, -2.502, -0.652], [0.449, 4.114, 5.293], [9.479, 3.192, -0.539], [-2.693, -4.872, -3.244], [-2.325, 4.446, 4.996], [-5.748, -4.262, 2.325], [2.067, 6.836, 2.577], [-2.951, 4.634, -1.614], [-1.619, -0.552, -3.359], [-1.565, 1.278, -0.242], [2.058, 2.742, -4.466], [2.452, -3.352, 8.155], [-1.619, 5.629, 6.610], [-1.237, -5.203, -6.972], [-6.710, 0.866, -0.248], [-0.044, -3.243, 1.009], [-8.820, -6.385, -3.160], [-0.070, 3.867, -2.988], [1.510, -0.237, 0.379], [-3.002, 3.285, 3.092]]}

=====

{"formula": "C47H55IN4O3S3SbSe2Ti", "method": "ωB97M-V/def2-TZVPD", "multiplicity": 1, "orbital_gap_ev": [5.313, 5.314], "e_homo_ha": [-0.3089, -0.3089], "total_charge": 1, "relative_energy_kj_mol": 50.7, "elements": ["H", "C", "H", "C", "H", "N", "C", "Ti", "H", "C", "H", "C", "H", "C", "H", "S", "H", "H", "C", "H", "C", "H", "C", "Se", "H", "H", "H", "H", "I", "H", "C", "C", "C", "H", "C", "C", "C", "H", "C", "H", "H", "H", "H", "C", "H", "H", "C", "H", "C", "C", "C", "H", "H", "H", "H", "C", "H", "H", "C", "H", "H", "H", "N", "C", "H", "H", "H", "H", "S", "H", "C", "H", "H", "O", "N", "C", "C", "C", "C", "H", "H", "O", "C", "H", "H", "C", "C", "C", "O", "C", "H", "C", "H", "C", "C", "C", "S", "C", "C", "H", "H", "H", "Sb", "C", "H", "H", "H", "Se", "H", "H", "C", "C", "C", "N", "C", "C", "C"], "positions_angstrom": [[-4.608, 5.428, -1.113], [2.834, 0.144, -4.303], [1.470, -1.085, 5.961], [6.105, -3.942, 0.753], [1.974, -0.019, -3.660], [-1.153, -3.632, -1.021], [-4.120, 5.619, -0.163], [-0.356, -0.062, -0.109], [-4.101, -4.818, -0.301], [-2.123, -5.390, 0.356], [-0.364, -3.727, -2.944], [-1.926, 3.778, -2.638], [-5.263, 2.820, -2.869], [0.532, -1.615, 5.781], [5.803, 1.763, -4.338], [-1.510, 1.828, 0.812], [2.035, -1.007, -5.924], [2.892, -3.450, 0.997], [-2.868, 6.121, 2.266], [-2.376, -6.448, 0.397], [-0.611, -0.562, 5.634], [-1.559, -1.142, 7.478], [-3.167, 4.733, 0.330], [0.422, 0.398, 3.132], [3.787, -1.951, -2.665], [-0.940, 1.488, 4.979], [-0.089, -2.193, -2.131], [0.857, -3.605, -1.652], [-1.109, 0.367, -2.736], [4.755, 2.094, -2.265], [3.700, -3.357, 0.274], [3.876, 1.468, -2.435], [-4.449, 6.751, 0.566], [-3.727, -2.007, 1.940], [-1.108, -0.240, 7.044], [6.312, -1.898, 2.611], [-1.453, -5.058, -0.960], [-1.996, -2.144, 5.050], [-0.564, 4.041, -2.666], [5.628, -0.326, -2.214], [1.052, 4.806, -3.841], [-5.192, 7.441, 0.190], [-3.777, -1.196, 0.366], [-2.176, 4.634, -4.854], [6.391, -1.107, 3.345], [-2.803, 4.856, -5.707], [2.701, 0.053, -0.747], [5.403, -0.598, -0.469], [-0.142, 0.744, 4.987], [7.300, -3.739, 1.429], [-6.254, 0.729, 0.223], [1.363, -2.270, 4.125], [2.991, 2.084, -2.288], [0.720, 1.152, 5.515], [0.065, 3.787, -1.820], [4.298, -1.962, -1.698], [4.263, -1.469, 2.139], [-3.802, 3.863, -3.703], [7.407, -2.713, 2.355], [-1.791, 4.300, 1.925], [6.025, -4.746, 0.029], [-0.289, 0.375, 8.710], [3.350, -2.279, -0.646], [-4.992, 1.300, 0.159], [0.320, -2.220, 6.666], [-4.290, 1.170, 0.977], [-1.448, -5.151, 1.181], [-2.680, -0.496, 5.011], [1.194, -1.604, 0.814], [3.977, -0.599, -7.403], [-0.011, 4.606, -3.804], [-2.098, -5.339, -1.799], [8.340, -2.553, 2.879], [-0.002, 0.196, 7.811], [-3.001, -3.133, 0.300], [-2.537, 4.983, 1.543], [2.864, -0.404, -5.575], [2.530, -1.230, -0.253], [-3.824, 7.000, 1.779], [-4.082, 7.886, 2.346], [-7.489, 1.813, -2.737], [-1.551, -1.510, -0.257], [-6.788, 1.666, -1.925], [5.079, -2.722, -1.716], [8.145, -4.388, 1.238], [3.895, 0.920, -3.844], [-1.793, -1.098, 4.825], [-1.873, -2.743, -0.321], [0.653, -2.534, 4.716], [4.903, -0.579, -1.442], [-4.927, -2.485, 0.714], [-3.903, -2.146, 0.872], [-3.841, -4.651, 1.438], [5.007, 0.607, -5.962], [5.118, -2.106, 1.938], [-2.742, 4.069, -3.719], [1.514, 1.272, -0.401], [5.004, -3.130, 1.002], [-0.816, 4.903, -4.895], [3.757, -4.289, -0.295], [-8.140, 0.475, -0.767], [-6.535, 0.142, 1.088], [-2.715, 2.990, -0.809], [-7.152, 0.914, -0.818], [-2.381, 6.325, 3.210], [-0.382, 5.340, -5.784], [-1.884, 0.534, 6.989], [-1.450, -0.972, 2.871], [5.856, 0.792, -6.608], [-0.513, -5.600, -1.061], [-4.629, 2.048, -0.955], [-3.369, -4.534, 0.462], [-0.123, -3.266, -1.983], [3.850, 0.414, -1.425], [-5.526, 2.238, -1.998], [4.978, 1.149, -4.684], [3.953, -0.176, -6.407]]}

=====

{"formula": "C17H23Cl5NO2P2V", "method": "ωB97M-V/def2-TZVPD", "multiplicity": 3, "orbital_gap_ev": [6.164, 6.349], "e_homo_ha": [-0.5480, -0.5482], "total_charge": 2, "relative_energy_kj_mol": 320.5, "elements": ["V", "O", "C", "H", "H", "C", "H", "Cl", "H", "C", "C", "H", "C", "P", "H", "C", "C", "H", "H", "C", "C", "C", "Cl", "C", "H", "H", "C", "O", "Cl", "C", "H", "Cl", "N", "C", "C", "H", "H", "H", "P", "C", "H", "H", "H", "H", "Cl", "H", "H", "C", "H", "H", "H"], "positions_angstrom": [[0.000, 0.000, 0.000], [5.152, -0.793, -0.689], [0.889, -4.184, 1.199], [-2.851, -2.610, -2.547], [-0.830, -3.982, -0.926], [-2.272, 1.650, 1.049], [2.414, -4.936, 2.523], [-1.726, 2.568, -0.346], [3.389, -2.686, 2.952], [0.367, -3.028, 0.613], [2.534, -2.796, 2.303], [3.284, 2.639, 1.543], [1.986, -4.060, 2.058], [1.413, 1.070, 1.511], [4.703, -0.768, 0.230], [-3.789, 1.360, 2.917], [-1.604, 0.459, 1.374], [1.552, 1.847, 3.821], [-3.342, -1.395, -1.353], [-3.132, 0.164, 3.256], [2.505, -0.332, 1.846], [-3.357, 2.103, 1.811], [-5.158, 1.926, 3.877], [-2.630, -1.621, -2.147], [0.458, -5.153, 0.992], [0.095, 2.448, 3.022], [-0.832, -3.069, -0.330], [2.925, 0.346, -3.392], [-4.178, 3.604, 1.373], [0.167, -2.178, -2.915], [6.143, -0.721, -0.561], [-1.250, -1.781, 2.957], [0.882, -1.800, 0.869], [1.957, -1.685, 1.684], [2.456, 2.429, 0.867], [0.317, 0.990, -1.105], [2.862, 2.180, -0.113], [0.173, -1.445, -3.721], [-0.875, -1.555, -1.473], [-2.041, -0.291, 2.487], [-0.237, -3.114, -3.301], [1.865, 3.338, 0.760], [3.638, 0.013, -2.717], [2.101, -0.202, -3.240], [-3.684, -0.765, 4.653], [-2.752, -0.886, -2.944], [3.310, -0.176, 2.549], [0.747, 1.583, 3.136], [1.194, -2.353, -2.592], [-1.740, -3.071, 0.274], [0.165, 0.777, 3.582]]}

=====

{"formula": "C5H16N2O", "method": "ωB97M-V/def2-TZVPD", "smiles": "CNC[C@H](C)NC.O", "multiplicity": 1, "orbital_gap_ev": 9.393, "e_homo_ha": -0.3216, "relative_energy_kj_mol": 117.3, "elements": ["H", "H", "C", "O", "H", "H", "H", "H", "C", "H", "H", "C", "H", "H", "H", "H", "C", "H", "C", "H", "H", "H", "N", "N"], "positions_angstrom": [[0.367, -1.797, -1.045], [-0.579, 0.508, -1.087], [1.808, 1.796, -1.150], [-2.533, 4.844, 0.747], [-1.983, -2.404, 0.439], [1.225, -3.664, 1.825], [2.163, -0.136, -0.583], [-2.087, -0.655, 0.326], [0.760, -3.343, 0.891], [-1.629, 4.544, 0.898], [-1.983, -1.601, -1.142], [0.155, 0.164, -0.355], [-2.815, 4.302, -0.009], [1.423, -3.701, 0.100], [-0.010, 0.686, 0.599], [1.638, 2.321, -0.194], [-1.628, -1.545, -0.114], [-0.195, -3.830, 0.672], [-0.107, -1.347, -0.210], [2.869, 1.797, -1.242], [0.197, -1.732, 1.783], [1.320, 2.311, -1.974], [0.703, -1.859, 0.910], [1.419, 0.384, -1.037]]}

=====

E for every record listed, in sequence, given in Ha: -4334.6358, -9653.4590, -4793.8222, -384.8134.